# C49H60N9O8STi

A molecular structure, C49H60N9O8STi in a non-equilibrium geometry (wB97M-V/def2-TZVPD, OMol25).

Output
⟨S²⟩ ... 2.052
Highest occupied orbital energy (spin up / spin down) ... -2.154 / -4.011 eV
2S+1 ... 3
Kohn-Sham gap (spin up / spin down) ... 3.39 / 5.28 eV
DFT total energy ... -115534.356 eV
F_max ... 2.4 eV/A
Net charge ... -1

```
128
Properties=species:S:1:pos:R:3:lowdin_spin:R:1
H -3.795 4.944 1.636 0.0001
H -1.072 4.594 -9.279 0.0000
H 3.430 1.733 -5.257 0.0002
N 1.338 1.511 -1.438 0.0650
C -1.370 -0.259 3.893 0.0186
H -3.233 -0.054 -6.002 0.0001
H -1.228 4.519 -6.230 0.0000
O -0.153 -5.390 -1.727 -0.0001
H -2.060 2.541 -5.050 0.0004
N -1.108 1.668 -0.056 0.0097
H 1.526 -1.072 7.161 -0.0002
H -5.128 4.304 2.604 0.0006
H 1.004 -0.402 -3.468 -0.0001
C 2.560 1.240 -2.001 0.0186
C 1.216 -0.573 6.243 -0.0011
O -1.915 -6.002 -0.538 0.0000
H 0.867 -2.401 5.161 -0.0005
C -0.680 4.839 -8.296 0.0000
H -3.084 0.007 -1.069 -0.0002
S -1.665 2.468 -7.362 0.0001
C 4.582 -0.814 0.457 0.0620
H -0.580 5.920 -8.208 0.0000
C -2.324 0.991 1.960 0.1176
N -0.049 0.076 2.024 0.0676
C 1.954 -1.065 2.856 0.0204
O -0.321 1.951 -7.304 0.0000
H 4.243 0.700 -4.084 0.0002
N -2.231 0.186 -4.202 0.0042
C -2.198 1.692 0.775 0.0574
H 6.651 -1.309 0.575 0.0005
N -1.290 -0.182 -2.226 0.0006
C 4.126 -1.264 1.662 0.0437
H -4.905 3.191 -2.290 0.0001
H -3.018 -3.855 0.977 0.0003
H -2.385 2.032 4.906 0.0005
H -2.621 4.638 -7.344 0.0000
C 3.812 1.692 -4.233 0.0004
C -2.362 0.472 -5.605 0.0004
C 1.148 3.475 -4.607 -0.0006
H 4.989 -2.108 -1.866 0.0002
H -0.931 3.601 -2.828 0.0026
N 2.386 -0.109 0.656 -0.0010
C -2.432 1.196 5.600 0.0022
C 3.571 0.505 -1.396 0.0732
C -3.233 0.271 -3.249 0.0021
H -3.602 3.375 -3.454 0.0001
C -2.535 1.970 -5.847 0.0007
H 0.089 3.337 -4.840 0.0000
H 1.090 5.597 -5.064 -0.0001
H -5.177 3.367 0.285 0.0009
H 5.686 -2.596 2.216 0.0002
O 1.174 -1.167 -1.310 0.0074
H 0.868 5.209 -3.355 0.0005
H 1.712 3.200 -5.501 0.0001
H -4.694 4.728 -3.135 0.0004
H 5.489 -3.178 -0.565 0.0000
C 0.214 -0.325 -4.213 0.0000
H 0.686 0.338 6.509 0.0000
H -3.585 2.238 -5.937 0.0001
C -4.458 2.984 1.013 0.0078
C -2.533 -0.120 4.823 0.0031
H 0.445 -4.590 -1.925 0.0000
H 2.102 -0.294 5.678 0.0006
O -5.320 0.638 -2.507 0.0053
C 3.490 -0.100 -0.155 0.0539
H 0.161 -1.268 -4.758 -0.0001
C -2.201 -3.315 0.545 0.0048
H 0.303 4.387 -8.193 0.0000
C 4.896 2.755 -4.052 0.0003
C -0.564 2.891 -2.105 0.0542
H 4.503 0.408 -1.932 0.0044
C 4.866 -2.055 2.694 0.0037
O -2.437 2.123 -8.524 0.0000
C -3.182 2.638 0.316 0.0725
H 5.267 2.748 -3.029 0.0003
N -4.556 0.567 -3.494 0.0039
H -3.823 4.995 -0.876 0.0005
H -0.550 -1.779 6.007 -0.0002
C 1.412 4.941 -4.259 0.0001
C -1.382 2.596 -1.032 0.0714
C -1.241 -3.765 -0.342 0.0009
C -4.170 3.888 -2.682 0.0027
C -3.248 4.367 -1.561 0.0046
H 6.239 -0.216 -0.745 0.0012
O 1.278 -3.256 -2.105 0.0004
C -0.412 -2.635 -0.555 0.0080
C 0.317 -1.489 5.408 -0.0036
H -3.485 3.678 2.819 0.0003
C 2.676 1.874 -3.279 0.0007
C -4.205 4.044 2.089 0.0045
C 0.645 -0.618 2.980 0.0381
H -1.457 0.127 -6.109 0.0000
H 5.944 -1.777 4.560 0.0003
C -0.148 -0.823 4.153 -0.0200
C 0.772 -2.369 -1.393 0.0029
C -1.287 0.290 2.571 -0.0010
H 6.155 -0.462 3.401 0.0000
H 0.450 0.475 -4.915 -0.0001
C -2.616 0.027 -2.033 -0.0018
H -4.897 2.094 1.470 0.0013
H 4.485 3.740 -4.258 0.0002
C -2.652 3.233 -0.792 0.0524
H -3.474 -0.139 4.266 0.0008
H -3.290 1.331 6.255 0.0002
H -2.417 -1.393 1.447 0.0035
H 4.197 -2.795 3.139 0.0009
H 6.710 -2.484 -1.643 0.0005
Ti 0.445 0.215 -0.132 0.9155
C 5.438 -1.172 3.807 0.0021
H 2.471 5.102 -4.077 0.0001
H 5.732 2.575 -4.724 0.0000
H -3.260 1.072 2.496 0.0082
H -2.550 -0.958 5.525 0.0004
H 4.644 -0.612 4.292 0.0000
H -2.453 4.987 -1.983 0.0005
C 5.900 -1.092 -0.188 0.0065
C 0.699 2.341 -2.316 0.0224
N -0.853 -1.593 0.161 0.0059
N -1.943 -2.024 0.809 0.0030
C -1.075 -0.080 -3.524 -0.0004
C 2.760 -0.814 1.767 0.0724
H 2.366 -1.647 3.665 0.0001
C -1.598 4.292 -7.226 0.0000
C -1.132 -5.144 -0.880 0.0000
H -1.526 1.202 6.203 0.0002
O -4.943 0.763 -4.671 0.0041
C 1.518 2.587 -3.466 -0.0049
C 5.769 -2.291 -1.130 0.0039
```



# C3H10NbO2P2

A molecular structure, C3H10NbO2P2 in a non-equilibrium geometry (wB97M-V/def2-TZVPD, OMol25).

Output
Highest occupied orbital energy ... -4.842 eV
2S+1 ... 1
Kohn-Sham gap ... 5.85 eV
DFT total energy ... -27485.683 eV
F_max ... 9.6 eV/A
Net charge ... -1

```
18
Properties=species:S:1:pos:R:3:lowdin_charge:R:1
Nb -0.463 0.216 -0.626 0.9757
P -0.469 -1.870 0.868 0.4131
H -1.520 2.468 0.988 0.0326
H -0.433 1.767 -1.561 -0.1541
O 0.728 -1.710 1.936 -0.6774
H -1.572 0.852 2.036 0.0336
H 1.316 0.437 -0.192 -0.1059
C 0.530 1.961 1.921 -0.2324
P 0.325 -1.063 -2.690 0.3381
H 3.069 2.227 2.318 0.0327
H -2.218 -0.094 -0.954 -0.1625
H -0.393 -0.611 -3.890 -0.0816
O 0.358 -2.636 -2.533 -0.6854
H -0.240 -3.032 0.043 -0.0774
H 1.717 -0.654 -2.926 -0.0714
C 1.875 2.257 2.298 -0.0408
H -1.679 -1.991 1.694 -0.0695
C -0.931 1.476 1.270 -0.4674
```



# C42H55BrMgN8OS2SeSi4Te

A molecular structure, C42H55BrMgN8OS2SeSi4Te (wB97M-V/def2-TZVPD, OMol25).

Output
Highest occupied orbital energy ... -6.719 eV
2S+1 ... 1
Relative energy (zero: lowest compared OMol25 entry of this formula, charge and spin) ... 22.1 kJ/mol
Kohn-Sham gap ... 6.35 eV
DFT total energy ... -259731.321 eV
F_max ... 0.9 eV/A

```
116
Properties=species:S:1:pos:R:3:lowdin_charge:R:1
H 2.071 -2.912 -2.698 0.0228
C -4.541 5.172 -1.696 -0.0837
C -3.635 5.617 -2.648 -0.0894
H -3.989 6.034 -3.582 0.1040
C 7.678 -0.098 5.331 -0.0218
H -3.368 0.145 -7.021 0.0316
H -2.245 2.900 3.187 0.1123
H 2.507 -3.961 -4.059 0.0331
H -4.930 -3.780 0.840 0.1199
C 8.087 -0.143 8.081 -0.1284
C 2.947 0.875 -3.809 -0.2051
H 9.819 -0.068 5.169 0.1005
H -4.801 4.288 0.239 0.1110
C 4.520 -0.223 1.767 0.0174
Br 10.923 -0.069 7.902 0.7274
C -1.071 -3.199 2.329 -0.7715
H 1.158 0.388 -6.566 0.0133
C 1.017 1.343 -6.049 -0.2153
C -3.462 0.890 0.058 -0.2787
N -2.562 0.515 1.033 -0.0892
S -4.865 -0.131 1.885 1.0409
Si -0.386 -0.607 -3.724 0.0522
C 0.747 -2.560 -6.459 -0.2175
Mg -0.191 0.151 0.606 0.1352
H -2.235 -1.208 -6.889 0.0171
C -3.164 -0.040 2.044 -0.4631
H 0.252 -2.902 4.525 0.0512
C 2.153 -2.960 -3.790 -0.2161
N -1.380 2.797 2.678 0.1221
C -5.602 -3.529 2.877 -0.1100
C 0.655 2.798 -3.430 -0.2138
C -0.799 -2.804 4.784 -0.0251
C 4.211 -0.274 0.436 -0.0263
Se 0.659 -3.232 1.789 0.6767
H -5.606 5.249 -1.876 0.1046
C -2.722 4.522 -0.252 -0.2408
H 1.788 2.035 -6.407 0.0347
O -0.161 0.156 2.626 -0.2213
H 4.984 -0.381 -0.314 0.1090
H 0.044 1.742 -6.352 0.0139
H -2.031 -3.490 0.517 0.0881
N -1.580 -3.045 3.588 -0.0678
Te -1.030 -1.369 -1.416 0.4972
N 5.047 -0.069 4.566 0.0646
H -6.013 -3.248 4.964 0.1025
H 3.181 0.959 -2.744 0.0077
C -2.410 -0.168 -6.592 -0.2154
N -2.367 3.969 1.012 0.0780
C -0.653 -4.038 -4.214 -0.2327
N 5.217 -0.076 5.784 0.0568
Si -2.425 -0.007 -4.716 0.3107
C -1.320 3.212 1.402 -0.8120
C -3.915 -3.095 4.567 -0.0090
C 3.714 -0.007 4.135 -0.2104
C 2.176 -0.012 2.240 -0.1735
H 0.490 0.356 5.170 0.1082
H -3.938 1.964 -4.499 0.0315
H 1.544 -1.865 -6.741 0.0165
C 6.799 -0.149 7.565 -0.0264
H -2.640 -0.407 2.922 0.0818
Si 0.493 -2.600 -4.591 0.2954
C 9.159 -0.108 7.210 -0.6967
C -2.881 1.769 -4.288 -0.2201
N 1.890 -0.064 0.909 0.0282
H -2.704 1.985 -3.227 0.0139
H -3.107 1.357 -0.851 0.0954
C 1.320 0.224 4.486 -0.0114
H -0.980 -1.798 5.162 0.0888
C -4.758 0.637 0.355 -0.3737
C 1.045 0.118 3.126 -0.3714
H 0.616 2.757 -2.340 -0.0228
S 0.022 2.819 0.446 0.7129
N -2.144 -3.386 1.514 0.1131
H -1.560 5.913 -3.100 0.1090
H 8.255 -0.159 9.150 0.1000
H 2.579 -0.257 -1.003 0.0990
Si 1.119 1.141 -4.176 0.3430
H -0.849 1.956 2.888 0.0604
H -1.623 0.440 -7.046 0.0101
C -2.278 5.538 -2.381 -0.0752
C 8.967 -0.092 5.835 -0.1253
H -5.636 0.831 -0.244 0.0736
H -0.327 3.127 -3.783 0.0081
C -5.244 -3.284 4.203 -0.0932
H -0.165 -2.249 -6.979 0.0102
C -3.806 -1.109 -4.079 -0.2379
H -1.057 -3.536 5.550 0.0974
H 2.914 -2.240 -4.106 0.0061
H -0.755 4.966 -0.986 0.0719
H -3.866 -1.063 -2.987 -0.0118
H 7.502 -0.081 4.265 0.0998
C 2.866 -0.195 0.041 -0.1051
H 1.393 3.556 -3.715 0.0392
H 3.298 -0.101 -4.157 0.0105
H -3.134 3.982 1.665 0.1375
H -0.255 -4.968 -4.633 0.0310
C 3.490 -0.085 2.728 -0.0829
C 6.582 -0.117 6.195 -0.2464
H -6.646 -3.674 2.626 0.1048
C -3.329 -3.389 2.232 -0.2039
C 2.625 0.162 4.969 -0.0077
H -3.625 -2.156 -4.351 0.0224
H -2.285 2.482 -4.868 0.0199
C -4.648 -3.584 1.867 -0.0320
H 2.820 0.257 6.030 0.1057
H -1.651 -3.872 -4.635 0.0205
H 1.023 -3.553 -6.830 0.0306
H -4.772 -0.808 -4.500 0.0297
H 5.941 -0.174 8.226 0.1117
C -4.087 4.629 -0.506 -0.0408
H -0.765 -4.164 -3.132 0.0013
H -3.625 -2.921 5.596 0.1113
C -2.968 -3.161 3.558 -0.1840
H 5.544 -0.291 2.109 0.1069
H 3.526 1.643 -4.333 0.0348
C -1.812 4.998 -1.189 -0.0420
```



# C4H10N5

A gas-phase ion, C4H10N5 (charge +1) in a non-equilibrium geometry (wB97M-V/def2-TZVPD, OMol25).

Output
⟨S²⟩ ... 2.034
Highest occupied orbital energy (spin up / spin down) ... -12.894 / -13.758 eV
2S+1 ... 3
Relative energy (zero: lowest compared OMol25 entry of this formula, charge and spin) ... 413.6 kJ/mol
Kohn-Sham gap (spin up / spin down) ... 8.52 / 6.31 eV
DFT total energy ... -11746.448 eV
F_max ... 6.3 eV/A
Net charge ... +1

```
19
Properties=species:S:1:pos:R:3:lowdin_spin:R:1
H -1.891 -0.997 -1.182 0.0016
N 1.328 -1.022 0.220 0.1406
H -0.193 -1.476 1.724 0.0003
H -0.163 0.248 -1.376 0.0009
H 1.990 -2.229 -1.073 0.0233
N -0.921 0.062 0.403 0.0530
N 1.962 1.137 0.187 0.6937
H -2.929 -0.152 -0.063 0.0040
H 0.484 0.278 1.789 0.0021
C 0.785 1.809 -0.133 0.1082
N 2.130 -0.037 0.070 0.4359
H -1.199 1.671 -0.894 0.0019
C 0.067 -0.525 1.147 0.0195
N 1.349 -2.121 -0.310 0.4546
C -1.919 -0.745 -0.112 0.0073
H 0.605 2.418 0.779 0.0131
H 1.156 2.429 -0.974 0.0172
H -2.217 -1.750 0.393 0.0004
C -0.423 1.002 -0.596 0.0226
```